Computed, not measured: the molecule C8H16N2O3S at a distorted geometry, with wB97M-V/def2-TZVPD.

* HOMO-LUMO gap: 9.123 eV
* E: -1047.88490 hartree
* total charge: 0
* HOMO level: -8.525 eV
* F_max: 2.14 eV Å⁻¹
* energy above the lowest of the compared OMol25 structures with the same formula, charge and spin: 0.379 eV
* structure (SMILES): CSCC[C@H](N)C(=O)N[C@@H](C)C(=O)O

Last column: Löwdin charge in e.
Atoms and positions in Å:
C -0.51 1.42 0.64  -0.281
C 0.38 0.19 0.67  -0.457
C -1.98 1.00 0.56  -0.225
C -2.40 0.25 -0.71  -0.499
C -4.17 -1.45 0.60  -0.456
C 2.55 -0.72 0.11  -0.309
C 3.99 -0.24 -0.04  -0.453
C 2.29 -1.79 -0.93  -0.021
H -0.32 1.98 -1.42  0.104
H -0.59 3.16 -0.35  0.057
H -0.28 1.92 1.58  0.153
H -2.16 0.33 1.43  0.106
H -2.65 1.84 0.70  0.111
H -1.79 -0.64 -0.89  0.076
H -2.36 0.83 -1.64  0.062
H -3.92 -1.07 1.60  0.037
H -5.16 -1.94 0.61  0.039
H -3.38 -2.18 0.40  0.039
H 1.92 1.22 -0.25  0.130
H 2.43 -1.24 1.08  0.168
H 2.27 -1.21 -1.86  0.096
H 3.08 -2.54 -0.89  0.090
H 1.27 -2.18 -0.83  0.085
H 5.06 1.29 -0.10  0.132
N -0.05 2.34 -0.46  0.041
N 1.60 0.32 0.10  0.096
O 0.00 -0.86 1.15  0.069
O 4.96 -0.92 -0.04  0.135
O 4.09 1.14 -0.15  0.081
S -4.16 -0.24 -0.68  0.795